{
  "formula": "C37H37N3O5P2Pd",
  "method": "the ωB97M-V functional and the def2-TZVPD basis",
  "s2": 6.054,
  "e_homo_ev": [-12.99, -14.09],
  "relative_energy_kcal_mol": 14.8,
  "total_charge": 2,
  "fmax_ha_per_bohr": 0.0276,
  "spin_multiplicity": 5,
  "e_tot_ev": -75718.7254,
  "symbols": ["Pd", "O", "C", "O", "C", "C", "C", "C", "C", "O", "C", "C", "O", "O", "H", "H", "H", "H", "H", "H", "H", "H", "C", "N", "P", "C", "C", "C", "C", "C", "C", "C", "C", "C", "C", "C", "C", "P", "C", "C", "C", "C", "C", "C", "C", "C", "C", "C", "C", "C", "H", "H", "H", "H", "H", "H", "H", "H", "H", "H", "H", "H", "H", "H", "H", "H", "H", "H", "H", "H", "H", "H", "H", "C", "C", "N", "C", "C", "N", "H", "H", "H", "H", "H", "H"],
  "xyz": [[-1.13043, 0.26090, -0.80902], [-2.57597, 0.53781, 3.45805], [-2.46524, 0.75833, 2.29193], [-1.87310, -0.10890, 1.40993], [-2.92832, 2.04083, 1.62833], [-1.78098, 2.89459, 1.03647], [-2.27557, 4.33471, 0.88617], [-3.27281, 4.19024, -0.29248], [-3.11556, 2.70822, -0.65972], [-1.71529, 2.46019, -0.33731], [-3.83073, 1.83374, 0.37138], [-3.92059, 0.32847, -0.05989], [-4.60882, -0.39807, 0.63012], [-3.22439, -0.00417, -1.09589], [-3.44088, 2.58893, 2.41433], [-0.81207, 2.77766, 1.52074], [-1.44822, 4.99390, 0.62864], [-2.73242, 4.70612, 1.80038], [-2.99487, 4.82923, -1.12849], [-4.29728, 4.42223, -0.01182], [-3.31121, 2.44770, -1.69464], [-4.85787, 2.13744, 0.55740], [1.67797, -0.99783, -2.20169], [1.25473, -1.02178, -0.77789], [-0.20460, -2.02576, -0.57371], [0.44986, -3.66689, -0.98426], [1.81223, -3.95190, -0.89031], [2.24510, -5.25782, -1.05331], [1.32909, -6.26959, -1.30967], [-0.02444, -5.97923, -1.41853], [-0.46849, -4.67664, -1.26303], [-0.61653, -2.17802, 1.17217], [0.13843, -2.93397, 2.03432], [-0.26364, -3.15712, 3.35419], [-1.53192, -2.72762, 3.79021], [-2.35893, -2.03166, 2.96933], [-1.93366, -1.60986, 1.60644], [1.15012, 0.49736, 0.07600], [1.60405, 0.04323, 1.77867], [0.91515, 0.54357, 2.87604], [1.33503, 0.22050, 4.15816], [2.44783, -0.58663, 4.34004], [3.15443, -1.06335, 3.24104], [2.73967, -0.74869, 1.95993], [2.58330, 1.49103, -0.40992], [2.48477, 2.83490, -0.04357], [3.57441, 3.67597, -0.18942], [4.75944, 3.18065, -0.71598], [4.85372, 1.84923, -1.09691], [3.77185, 0.99685, -0.94358], [2.59016, -1.58506, -2.31286], [1.86770, 0.01945, -2.53487], [0.91459, -1.44030, -2.84089], [2.52637, -3.16938, -0.66628], [3.30025, -5.48508, -0.97963], [1.67313, -7.28822, -1.42680], [-0.73250, -6.76847, -1.63060], [-1.52456, -4.44863, -1.35354], [1.05839, -3.38292, 1.68058], [0.37373, -3.72093, 4.02109], [-1.87841, -2.99543, 4.77953], [-3.37364, -1.80907, 3.26101], [-2.73123, -1.86826, 0.89837], [0.05327, 1.18426, 2.74781], [0.79239, 0.60386, 5.01190], [2.77508, -0.83943, 5.33984], [4.03841, -1.67071, 3.38522], [3.29925, -1.10298, 1.10221], [1.55316, 3.21664, 0.36374], [3.50072, 4.71280, 0.10876], [5.61397, 3.83442, -0.82662], [5.77775, 1.46739, -1.50987], [3.87633, -0.04181, -1.22357], [0.35693, 2.72120, -3.13046], [-0.53972, 1.64924, -3.64058], [-0.98087, 0.60229, -2.95995], [-1.80221, -0.12813, -3.79739], [-1.83390, 0.47841, -5.00870], [-1.03587, 1.59299, -4.88916], [0.25324, 2.79921, -2.04973], [0.09849, 3.67998, -3.57826], [1.40276, 2.51504, -3.36996], [-2.32079, -1.00914, -3.46149], [-2.34848, 0.22429, -5.91805], [-0.86020, 2.26342, -5.62019]],
  "atomic_forces_ev_per_a": [[-0.45, 0.65, -0.22], [0.15, -0.09, -0.11], [-0.36, 0.36, 0.10], [0.43, -0.37, 0.09], [0.03, -0.16, -0.05], [-0.21, 0.12, 0.32], [0.05, -0.05, -0.03], [0.17, -0.09, -0.09], [-0.49, 0.34, 0.17], [0.24, -0.28, -0.31], [0.10, -0.67, -0.45], [-0.16, 1.01, 0.79], [0.13, -0.21, -0.28], [0.21, -0.54, -0.41], [0.00, 0.01, 0.01], [0.01, 0.00, -0.09], [0.00, 0.00, 0.00], [0.00, 0.00, 0.01], [-0.01, 0.02, 0.03], [-0.02, 0.00, -0.01], [0.08, -0.06, 0.01], [0.03, 0.16, 0.07], [0.21, -0.09, -0.10], [-0.71, 0.52, -0.42], [0.31, -0.78, 0.94], [-0.04, 0.28, -0.30], [-0.06, -0.01, 0.03], [0.06, 0.01, -0.02], [-0.01, 0.02, -0.01], [0.02, -0.04, -0.02], [-0.07, 0.08, -0.03], [-0.13, 0.10, -0.23], [0.09, 0.11, -0.20], [-0.02, -0.02, 0.13], [-0.12, 0.01, -0.01], [0.09, 0.02, 0.01], [-0.08, 0.04, -0.12], [1.24, -0.35, 0.60], [-0.17, 0.04, -0.17], [-0.09, 0.01, -0.07], [0.02, 0.01, 0.06], [-0.04, 0.00, 0.00], [0.06, -0.04, -0.03], [-0.06, 0.03, -0.03], [-0.34, 0.08, -0.20], [-0.12, -0.07, -0.05], [0.01, 0.01, 0.00], [-0.01, 0.04, 0.01], [0.03, -0.04, -0.03], [0.01, 0.01, 0.08], [0.00, 0.02, 0.07], [-0.02, 0.01, 0.04], [-0.03, -0.02, 0.06], [0.03, -0.05, 0.03], [-0.01, -0.01, 0.02], [0.00, 0.00, -0.01], [-0.01, 0.01, 0.01], [-0.01, -0.03, 0.02], [0.04, -0.01, 0.05], [0.01, -0.01, -0.03], [0.03, -0.04, -0.01], [0.00, 0.07, 0.00], [-0.03, 0.03, 0.02], [0.01, -0.07, 0.01], [0.00, 0.00, -0.01], [0.00, 0.02, 0.00], [-0.02, -0.01, 0.00], [0.04, -0.04, 0.04], [0.03, 0.05, 0.02], [0.00, 0.00, -0.01], [0.00, 0.00, -0.01], [0.00, 0.01, 0.01], [0.02, -0.01, 0.03], [0.01, -0.05, -0.08], [0.01, -0.01, 0.06], [-0.14, 0.02, 0.40], [0.06, -0.01, -0.16], [-0.03, -0.14, 0.06], [0.01, 0.01, -0.04], [-0.03, 0.04, -0.02], [0.01, 0.03, 0.04], [0.00, -0.01, 0.01], [-0.03, 0.03, 0.03], [0.01, 0.04, -0.01], [0.03, 0.03, 0.02]]
}